# 1
Below is 6 unconnected molecules or ions with the total composition H13O6, with properties calculated with ωB97M-V/def2-TZVPD.

```
19
Properties=species:S:1:pos:R:3:forces:R:3:mulliken_charge:R:1
O -0.274 0.519 0.592 9.368 12.342 0.341 -0.09
H -0.527 0.688 -0.261 -0.695 1.029 -4.234 0.33
H -0.569 -0.175 0.871 -5.867 -13.414 5.193 0.33
H 0.772 0.600 0.824 -2.221 -0.291 -0.857 0.46
O 0.467 0.512 -1.959 -1.798 -0.080 -1.633 -0.67
H 1.357 0.567 -2.330 -0.366 0.157 -0.352 0.31
H -0.218 0.520 -2.728 2.152 -0.018 1.794 0.33
O -1.862 -1.712 0.565 3.574 -1.247 0.352 -0.60
H -2.744 -1.875 0.471 -4.346 0.353 -0.371 0.26
H -1.616 -2.668 0.583 0.900 1.116 0.037 0.30
O -2.456 2.146 0.017 2.775 -0.785 -0.361 -0.56
H -2.696 2.737 0.685 -0.015 1.669 1.954 0.29
H -3.279 1.969 -0.331 -2.770 -0.955 -1.706 0.29
O 2.732 0.544 1.201 0.052 -3.191 4.637 -0.67
H 3.367 0.158 2.029 -2.483 2.018 -3.837 0.36
H 3.187 1.080 0.604 1.831 1.294 -1.005 0.31
O 1.093 -2.043 -0.143 -0.475 1.953 -2.135 -0.59
H 1.313 -1.400 -0.896 -0.927 -1.402 1.325 0.31
H 1.955 -2.167 0.206 1.312 -0.549 0.860 0.31
```
Forces are in eV/Å.

total charge	+1
ΔE to the lowest compared entry with this formula, charge and spin	3.397	eV
highest occupied orbital energy	-15.00	eV
E	-458.89349	hartree


# 2
Below is 6 unconnected molecules or ions with the total composition H14NO5, with properties calculated with ωB97M-V/def2-TZVPD.

```
20
Properties=species:S:1:pos:R:3:forces:R:3:mulliken_charge:R:1
N -0.877 -0.759 0.231 -0.051 6.188 -0.691 -0.40
H -1.820 -0.508 0.685 2.214 -1.050 -0.105 0.39
H -1.013 -0.509 -0.783 0.428 -0.190 1.071 0.36
H 0.000 -0.185 0.613 -2.174 -0.607 -0.477 0.37
H -0.494 -1.626 0.193 0.151 -4.453 0.266 0.30
H -1.127 2.281 2.008 -0.277 -0.984 -0.307 0.34
H -0.865 1.784 0.597 -0.451 0.074 -0.116 0.34
O -1.154 1.461 1.459 0.054 1.391 0.503 -0.70
H 1.963 0.944 2.134 -0.223 -1.073 -1.939 0.38
H 2.403 1.316 0.715 -0.948 -2.041 0.951 0.39
O 1.930 0.545 1.197 1.031 2.150 0.672 -0.75
H 0.716 2.435 0.886 1.898 1.609 1.383 0.33
H 1.066 3.728 1.713 -1.261 2.530 1.061 0.29
O 1.443 2.990 1.328 -0.369 -3.103 -2.196 -0.63
H 0.837 -0.545 -3.917 -0.074 -0.871 0.362 0.33
H -0.501 -1.191 -3.740 -0.464 -0.218 -0.229 0.32
O 0.417 -1.340 -3.517 0.432 1.136 -0.077 -0.64
H -0.404 -3.977 -0.435 2.885 -2.269 0.519 0.31
H -1.498 -3.525 -1.068 -1.981 0.228 -1.731 0.31
O -1.023 -3.320 -0.297 -0.819 1.554 1.079 -0.64
```
Forces are in eV/Å.

total charge	+1
ΔE to the lowest compared entry with this formula, charge and spin	2.989	eV
highest occupied orbital energy	-14.94	eV
E	-439.06009	hartree


# 3
Below is a molecular structure, H14NaO7, with properties calculated with ωB97M-V/def2-TZVPD.

```
22
Properties=species:S:1:pos:R:3:forces:R:3:mulliken_spin:R:1
Na -0.414 0.073 -0.037 -0.997 0.420 0.484 0.00
O -2.813 -0.647 0.137 0.809 -0.004 -0.050 0.00
H -2.794 -1.411 -0.439 -0.226 -0.315 -0.164 0.00
H -3.744 -0.460 0.257 -0.301 0.207 0.150 0.00
O 2.069 1.035 -0.042 -0.463 -0.933 -0.416 0.02
H 1.804 1.668 -0.709 0.305 0.393 -0.414 0.00
H 2.151 1.552 0.760 0.152 0.136 0.528 0.00
O -1.109 2.166 1.196 0.453 -0.420 -0.375 0.00
H -1.875 2.710 1.010 -0.329 0.158 -0.166 0.00
H -0.754 2.522 2.010 0.049 0.069 0.336 0.00
O -0.996 1.307 -2.143 0.456 -0.553 0.712 0.00
H -1.300 1.560 -3.014 -0.267 0.015 -0.373 0.00
H -0.234 1.864 -1.983 -0.003 0.561 -0.240 0.00
O 0.552 -0.485 2.140 0.196 -0.083 -0.771 0.00
H 0.101 -1.293 2.384 -0.341 -0.282 0.336 0.00
H 1.204 -0.358 2.829 0.143 0.152 0.379 0.00
O 2.870 -1.508 -0.632 0.391 -1.100 -1.702 0.88
H 2.275 -0.787 -0.426 -1.227 2.357 0.405 -0.01
H 3.112 -1.871 0.220 0.714 -0.936 1.467 -0.02
O -0.116 -2.271 -0.908 0.693 0.844 0.395 0.14
H 0.065 -3.198 -0.754 -0.074 -0.662 0.236 -0.01
H -0.054 -2.168 -1.857 -0.132 -0.024 -0.756 -0.01
```
Forces are in eV/Å.

total charge	+2
2S+1	2
ΔE to the lowest compared entry with this formula, charge and spin	0.000	eV
highest occupied orbital energy (alpha / beta)	-18.16 / -18.16	eV
E	-696.71712	hartree


# 4
Below is 7 unconnected molecules or ions with the total composition H14O7, with properties calculated with ωB97M-V/def2-TZVPD.

```
21
Properties=species:S:1:pos:R:3:forces:R:3:mulliken_charge:R:1
O 0.828 -2.301 0.107 2.066 1.211 0.200 -0.70
H 1.057 -3.093 0.593 -0.085 -0.366 -0.018 0.29
H 1.719 -1.770 0.061 -1.906 -0.909 -0.050 0.41
O -0.162 0.014 1.572 0.498 -2.362 1.329 -0.66
H 0.247 -0.939 1.611 -0.986 2.781 -1.002 0.38
H -0.096 0.414 0.702 0.245 -0.345 -0.332 0.27
O -2.829 -0.056 0.582 -1.105 -1.282 -0.032 -0.73
H -2.125 -0.344 1.183 0.345 0.242 0.143 0.39
H -3.447 -0.830 0.545 0.683 1.181 0.035 0.32
O -1.307 -1.245 -1.574 2.813 -1.306 -3.080 -0.63
H -1.895 -0.950 -0.961 -2.480 1.440 2.833 0.34
H -0.465 -1.399 -1.123 -0.298 -0.268 0.055 0.35
O -1.040 1.946 -0.561 0.706 -1.212 -0.721 -0.58
H -1.830 1.443 -0.382 -0.678 -0.678 -0.001 0.30
H -1.217 2.773 -0.174 -0.249 1.755 0.692 0.29
O 1.692 2.147 -0.176 1.601 0.375 0.467 -0.71
H 1.169 1.581 -0.734 -1.273 0.427 -0.155 0.30
H 1.188 2.621 0.500 -0.271 -0.696 -0.572 0.30
O 2.758 -0.448 -0.167 2.303 -1.353 0.099 -0.66
H 3.737 -0.402 0.008 -1.612 -0.099 -0.317 0.32
H 2.450 0.442 -0.089 -0.316 1.465 0.427 0.41
```
Forces are in eV/Å.

ΔE to the lowest compared entry with this formula, charge and spin	1.483	eV
highest occupied orbital energy	-10.61	eV
E	-535.06933	hartree